The following is a quantum chemistry calculation of a molecular structure, C17H34NO2P2Sc at a distorted geometry, from OMol25.

The geometry in XYZ format:
```
57
Properties=species:S:1:pos:R:3
C -3.5828 1.5552 2.4423
C -2.5517 0.7594 1.7011
N -1.6849 1.4140 0.8574
C -1.6978 2.7442 0.7447
C -2.5993 3.5157 1.3325
C -3.5735 2.8661 2.2099
C -2.4915 -0.6829 1.9690
P -1.5765 -1.7555 0.7324
Sc -0.1486 0.2224 0.2424
P 0.7612 2.4907 -0.7517
C -0.6932 3.4477 -0.1053
O -3.8926 -2.4049 -2.8662
O -0.4653 0.3235 -3.8879
H -4.1606 0.9369 3.0530
H -2.6608 4.6164 1.2058
H -4.3185 3.4729 2.7512
C -0.8325 -3.0202 1.8634
C -2.9096 -2.6681 -0.0726
H -1.1170 3.8877 -1.0233
H -0.2181 4.3097 0.4252
H -3.4185 -1.1070 1.9601
H -2.0954 -0.9128 2.8758
C 2.1941 3.2645 0.1032
C 0.9108 3.0498 -2.4771
H -0.0359 -0.2733 -4.7382
H -0.3958 -0.4980 -3.3456
H -4.7067 -2.5739 -3.1239
H -3.9102 -1.2636 -2.9936
H 1.5980 0.2140 2.1319
H 0.8556 -1.7175 -0.0103
H -1.2198 -4.0000 1.5142
H 0.3139 -3.0011 1.7203
H -1.0879 -2.7922 2.8620
H -2.6222 -3.7629 -0.0137
H -3.8153 -2.4997 0.4963
H -3.0277 -2.3762 -1.1313
H 1.8967 3.5341 -2.6360
H 0.8060 2.1928 -3.1475
H 0.0842 3.7380 -2.6880
H 2.8184 3.7721 -0.6516
H 1.8036 3.9530 0.8511
H 2.7802 2.4677 0.6068
C 3.8917 -0.7034 -1.1310
C 3.1324 -1.6317 -0.1401
C 3.0301 -3.0821 -0.5771
C 4.0206 -1.6851 1.2268
C 1.6330 -1.1554 0.3304
C 1.2973 -0.1738 1.2079
H 4.8573 -1.2470 -1.4189
H 4.0631 0.2862 -0.6909
H 3.2380 -0.5935 -2.0333
H 3.9354 -3.5406 -0.7789
H 2.3952 -3.6458 0.1034
H 2.4013 -3.0808 -1.5413
H 4.2139 -0.7633 1.5738
H 3.5941 -2.2570 1.9121
H 4.9843 -2.1659 0.9690
```

Computed properties:
LUMO level (spin up / spin down)	-0.170 / -0.207	eV
E_HOMO (spin up / spin down)	-4.98 / -4.15	eV
2S+1	1



The following is a quantum chemistry calculation of 2 unconnected molecules or ions with the total composition C4H13N2 at a distorted geometry, from OMol25.

The geometry in XYZ format:
```
19
Properties=species:S:1:pos:R:3
C 0.6400 1.5226 0.4312
C -0.4805 0.3154 -1.5780
C -1.9339 -1.0880 0.2815
C -0.4133 0.6601 -0.1525
N 2.4920 -0.8019 0.3655
N -1.3178 0.1548 0.6723
H 1.5033 0.8870 0.6724
H 0.2028 1.9959 1.4371
H 0.8381 2.3316 -0.2246
H 0.2078 -0.5434 -1.6981
H -0.1669 1.1440 -2.2666
H -1.4170 -0.1096 -1.8266
H -2.4587 -1.4746 1.1286
H -2.7485 -0.9633 -0.3715
H -1.2938 -1.7199 -0.2770
H 2.8310 -1.6700 -0.0306
H 1.6285 -0.9111 0.8882
H -1.3077 0.5785 1.6209
H 3.1945 -0.3082 0.9277
```

Computed properties:
LUMO level (spin up / spin down)	-3.064 / -9.057	eV
relative energy (zero: lowest compared OMol25 entry of this formula, charge and spin)	0.589	eV
net charge	+1
E_HOMO (spin up / spin down)	-11.22 / -13.58	eV
2S+1	3



The following is a quantum chemistry calculation of 5 unconnected molecules or ions with the total composition C9H16Cl12N2O5S at a distorted geometry, from OMol25.

The geometry in XYZ format:
```
45
Properties=species:S:1:pos:R:3
N -3.0887 1.5827 0.7490
O -3.1004 1.5528 -0.6705
C -2.4073 0.5282 -1.2213
O -2.3292 0.4681 -2.4370
N -1.8435 -0.4072 -0.3326
C -0.4960 0.0813 0.0389
C 0.1036 -0.5888 1.2637
C 1.5340 -0.0572 1.4063
C 2.2119 -0.4228 2.7083
S 3.9031 0.1844 2.7049
O 4.2344 0.6670 4.0053
O 4.1174 1.0508 1.5771
O 4.7132 -1.1556 2.4059
H -3.8492 1.0063 1.0765
H -3.1862 2.5393 1.0448
H -1.7401 -1.2521 -0.8791
H -0.5290 1.1544 0.1970
H 0.1593 -0.1135 -0.8068
H 0.1160 -1.6609 1.0703
H -0.4961 -0.3901 2.1470
H 1.5019 1.0202 1.2810
H 2.1115 -0.4593 0.5788
H 2.2611 -1.4996 2.8399
H 1.7695 0.0094 3.5979
H 5.2127 -0.9703 1.6012
Cl -4.8062 -3.0096 2.7395
C -4.9635 -1.6600 1.6194
Cl -6.0407 -2.0604 0.2854
Cl -5.5255 -0.2085 2.4652
H -3.9821 -1.4423 1.2117
Cl 1.4274 1.6388 -4.5335
C 0.7946 0.0950 -3.9766
Cl 0.6294 -1.0437 -5.3170
Cl 1.8284 -0.5846 -2.7112
H -0.1903 0.2602 -3.5536
Cl 2.7884 -0.9177 -9.4471
C 3.1241 0.0684 -8.0232
Cl 4.8245 -0.0428 -7.5673
Cl 2.6529 1.7451 -8.2915
H 2.5328 -0.3147 -7.2029
Cl -0.1902 -0.4773 5.3898
C -1.2368 0.9462 5.3819
Cl -0.3415 2.3721 4.8565
Cl -2.6209 0.6498 4.3383
H -1.5884 1.1186 6.3895
```

Computed properties:
LUMO level	0.176	eV
E_HOMO	-10.06	eV
2S+1	1



The following is a quantum chemistry calculation of C6H12N2O in the gas phase at a distorted geometry, from OMol25.

The geometry in XYZ format:
```
21
Properties=species:S:1:pos:R:3
C -0.4908 0.9809 1.2528
C 0.9548 0.1688 -1.5347
C -1.1269 1.9138 0.2279
C 0.0127 -0.3992 0.7649
C -1.1447 -1.1379 0.0805
C 1.1093 -0.4222 -0.2067
N 2.0635 -1.3979 -0.0572
O 0.3916 -1.1364 1.9287
N -1.3807 -1.0819 -1.1514
H -0.3466 -1.6852 2.1684
H 2.3115 -1.9379 -0.8557
H 1.9814 -1.9086 0.8222
H -2.2108 -1.5359 -1.5079
H -1.2177 0.7673 2.0465
H 0.3753 1.4655 1.7201
H 0.0237 -0.2868 -1.9730
H 0.7854 1.2292 -1.5139
H 1.8084 -0.0575 -2.1541
H -1.7989 1.3637 -0.4373
H -0.3836 2.4374 -0.3770
H -1.7170 2.6608 0.7572
```

Computed properties:
LUMO level (spin up / spin down)	0.602 / 0.599	eV
relative energy (zero: lowest compared OMol25 entry of this formula, charge and spin)	3.197	eV
E_HOMO (spin up / spin down)	-6.84 / -6.84	eV
2S+1	1